ORCA calculation (wB97M-V/def2-TZVPD) on 2 unconnected molecules or ions with the total composition C5H12O.

```
18
Properties=species:S:1:pos:R:3:nbo_charge:R:1
O 0.47 2.29 1.24 -0.728
H -0.55 -3.21 0.49 0.213
H -1.22 -1.25 -0.95 0.203
H -0.69 1.08 -1.50 0.194
H -1.50 1.72 0.88 0.158
H 1.14 -2.71 0.39 0.204
H 1.09 1.61 -1.57 0.212
C 0.75 -0.44 -1.16 -0.174
H -0.04 -1.69 1.23 0.204
C 0.11 -2.35 0.37 -0.599
H 0.69 1.43 0.85 0.477
C 0.37 0.81 -1.42 -0.419
H -1.04 1.78 2.60 0.159
H -1.24 3.28 1.68 0.179
C -0.89 2.25 1.61 -0.247
H 1.81 -0.67 -1.10 0.195
C -0.18 -1.60 -0.94 -0.442
H -0.08 -2.30 -1.78 0.212
```

- SMILES: C=CCC.CO
- HOMO: -9.86 eV
- Strongest force on any atom: 0.43 eV/A
- Orbital gap: 10.88 eV